DFT (wB97M-V/def2-TZVPD) results for a molecular structure, C28H51O5SiSn.

```
86
Properties=species:S:1:pos:R:3:forces:R:3:lowdin_charge:R:1
Sn 2.51525 0.25076 -0.50995 0.172 -0.081 -0.128 1.68
C 2.77476 -3.09546 -0.02513 -0.023 0.018 0.025 -0.12
C 2.40300 -2.47434 1.29903 0.016 0.012 -0.046 -0.14
O 3.00921 -1.18332 1.43634 0.000 0.001 0.050 -0.31
C 4.35922 -1.10183 1.94151 0.019 -0.016 -0.006 -0.11
C 5.33304 -0.86858 0.80989 -0.078 0.007 -0.046 -0.12
O 4.83046 0.25141 0.04660 -0.014 -0.046 0.019 -0.30
C 5.62763 0.62359 -1.09878 0.044 0.051 0.132 -0.12
C 5.25790 -0.24733 -2.26618 -0.033 -0.061 -0.113 -0.11
O 3.81785 -0.18611 -2.40479 -0.050 -0.008 0.021 -0.29
C 3.25052 -1.26540 -3.18370 -0.069 0.085 0.014 -0.11
C 3.13248 -2.50031 -2.32284 0.042 -0.016 0.032 -0.12
O 2.58021 -2.09527 -1.04991 0.027 -0.014 -0.020 -0.28
H 2.14442 -3.96215 -0.23079 0.004 -0.004 -0.024 0.16
H 3.82052 -3.41106 -0.03928 0.007 -0.005 -0.018 0.14
H 2.68727 -3.13160 2.12116 0.012 0.018 0.025 0.15
H 1.32668 -2.30497 1.35323 -0.007 0.016 0.013 0.13
H 4.61871 -2.01017 2.48636 -0.006 -0.006 0.003 0.15
H 4.37257 -0.26281 2.63457 0.006 0.015 0.009 0.15
H 5.41974 -1.74558 0.16306 0.019 0.010 -0.007 0.13
H 6.31916 -0.61656 1.20114 0.014 -0.002 0.039 0.16
H 6.68808 0.53106 -0.86473 0.006 0.034 0.003 0.16
H 5.40457 1.67157 -1.29408 -0.005 0.020 -0.002 0.15
H 5.56749 -1.28101 -2.10136 -0.015 -0.008 -0.039 0.14
H 5.71397 0.12010 -3.18569 0.019 -0.008 -0.005 0.16
H 3.87155 -1.45423 -4.05814 -0.005 -0.011 -0.031 0.16
H 2.27128 -0.91992 -3.50565 0.055 0.009 -0.018 0.12
H 4.10437 -2.96628 -2.14486 -0.007 -0.012 0.025 0.14
H 2.47800 -3.23500 -2.79280 -0.012 -0.008 -0.020 0.16
C 0.59662 2.39695 -3.97975 -0.026 -0.014 0.068 0.02
C 0.37192 1.07563 -3.31569 -0.054 0.070 -0.013 -0.34
O 1.07640 0.76826 -2.33409 0.094 -0.079 0.017 -0.21
C -0.65739 0.15420 -3.79896 -0.045 -0.014 -0.022 -0.17
C -1.50454 0.51121 -4.85332 0.020 0.043 -0.014 0.01
C -2.47272 -0.37158 -5.30094 -0.019 -0.019 0.005 -0.03
C -2.59807 -1.61967 -4.70685 0.019 0.013 0.014 -0.02
C -1.75970 -1.98803 -3.65558 -0.027 -0.022 -0.014 -0.05
C -0.80051 -1.10616 -3.20215 0.030 -0.001 0.017 -0.04
H 1.47001 2.88262 -3.55434 -0.004 0.001 0.001 0.10
H -0.27593 3.03786 -3.82842 0.000 -0.016 -0.014 0.11
H 0.72338 2.28329 -5.05613 0.001 -0.024 -0.008 0.11
H -1.41503 1.47791 -5.33033 0.006 -0.005 0.007 0.12
H -3.12461 -0.09031 -6.11644 0.006 0.000 0.002 0.13
H -3.34843 -2.31243 -5.06488 0.007 0.002 0.000 0.13
H -1.86100 -2.96750 -3.20615 0.001 0.014 0.000 0.12
H -0.14805 -1.38418 -2.38278 -0.003 0.000 0.000 0.10
C -3.04607 0.86405 4.81217 0.017 -0.023 0.041 -0.06
C -2.12414 0.10329 3.82526 -0.101 0.081 0.029 -0.60
C -2.42241 -1.39357 3.96904 0.010 -0.032 -0.007 -0.08
C -0.64423 0.33765 4.19557 0.030 -0.017 0.005 -0.07
Si -2.40835 0.88497 2.14135 -0.060 -0.029 0.018 1.13
C -3.15039 -0.11881 0.73780 0.069 -0.057 0.014 -0.60
C -2.19335 -1.30795 0.48988 -0.014 -0.037 -0.052 -0.07
C -4.52206 -0.63752 1.22211 -0.031 0.021 0.006 -0.05
C -3.34753 0.60412 -0.59776 -0.034 0.022 -0.019 -0.08
C -2.06472 2.69834 1.90985 0.011 0.016 -0.041 -0.60
C -3.54189 3.17988 2.08283 -0.005 -0.008 -0.002 -0.05
C -1.18003 3.38950 2.94986 -0.006 0.041 0.033 -0.08
C -1.56810 3.08648 0.50705 0.000 0.047 -0.087 -0.07
H -2.85621 0.47830 5.81717 0.003 0.005 -0.012 0.11
H -4.10339 0.69106 4.59776 0.011 0.013 0.004 0.10
H -2.86486 1.93791 4.84202 -0.008 -0.026 -0.009 0.07
H -2.24376 -1.66554 5.01215 -0.009 0.006 -0.009 0.10
H -1.76651 -2.01900 3.36361 0.000 0.009 0.010 0.07
H -3.45660 -1.64928 3.75036 0.025 -0.015 0.018 0.08
H -0.44747 -0.15336 5.15201 -0.019 0.015 -0.009 0.11
H -0.39507 1.38884 4.31014 0.020 -0.018 -0.001 0.06
H 0.03976 -0.10617 3.46301 0.004 -0.011 0.014 0.08
H -2.06051 -1.94543 1.36161 0.005 0.018 0.009 0.06
H -1.21038 -0.97741 0.12708 -0.058 0.019 0.045 0.07
H -2.62583 -1.92911 -0.30022 0.002 0.015 0.005 0.10
H -4.45716 -1.25231 2.11709 -0.024 0.020 -0.027 0.07
H -4.95669 -1.25622 0.43246 0.015 0.003 0.011 0.11
H -5.22251 0.17955 1.41075 0.000 -0.020 -0.008 0.10
H -2.40121 0.88754 -1.05984 -0.003 0.007 0.002 0.07
H -3.97969 1.48795 -0.51405 -0.003 -0.014 -0.014 0.08
H -3.85144 -0.08555 -1.28034 0.013 0.000 0.001 0.10
H -3.94336 2.98471 3.08119 0.012 0.011 -0.024 0.09
H -4.22231 2.75679 1.33744 0.004 0.007 0.020 0.08
H -3.55822 4.26479 1.94451 -0.004 -0.017 -0.008 0.12
H -1.50273 3.22580 3.97617 0.013 0.000 -0.017 0.07
H -1.22233 4.46656 2.77118 -0.008 -0.011 0.002 0.10
H -0.13674 3.08441 2.85992 0.004 0.015 0.003 0.09
H -2.31144 2.90780 -0.26384 -0.005 0.001 0.007 0.06
H -0.64670 2.57126 0.21363 -0.023 0.022 0.105 0.08
H -1.35563 4.15840 0.50457 0.001 -0.018 0.011 0.10
```
Forces are in eV/Å.

Computed properties:
Energy above the lowest of the compared OMol25 structures with the same formula, charge and spin: 0.00 kcal per mole
Charge: +3